(1)
CIN2P | wB97M-V/def2-TZVPD

```
! wB97M-V def2-TZVPD RIJCOSX def2/J DEFGRID3
* xyz 0 1
C 1.11737 0.48386 0.08872
N 1.19852 1.58827 -0.11782
N 0.64440 -1.30061 0.06641
P -0.85386 -1.45047 -0.02809
I -2.10642 0.67895 -0.00922
*
```

The orbital gap comes out at 8.761 eV. The value obtained for the largest force on an atom is 0.1604 hartree/bohr. The relative energy (zero: lowest compared OMol25 entry of this formula, charge and spin) is 57.32 kcal/mol. The calculation puts the total energy at -21403.359 eV.


(2)
C8H10O2 | wB97M-V/def2-TZVPD

```
! wB97M-V def2-TZVPD RIJCOSX def2/J DEFGRID3
* xyz 0 1
C 0.09281 0.92778 -2.78077
C -0.31121 0.08300 -0.74514
C -0.81808 0.63858 0.40360
C -0.41751 0.42152 1.83840
C -1.28010 1.23387 2.69730
C 0.36980 -0.73630 2.07151
C 0.98253 -1.33362 0.91933
C 0.69355 -0.79633 -0.40246
H 1.20045 0.37350 -2.37761
H -0.03100 0.62158 -4.05031
H -0.21822 2.14735 -2.47778
H -1.70029 1.32600 0.26033
H -1.64229 2.40202 2.38491
H -0.47207 1.54599 3.69443
H -2.22662 0.72452 3.23485
H 0.48789 -0.97745 3.10055
H 1.86956 -2.00477 0.91106
H 1.82536 -2.11215 -1.19512
O -0.88763 0.33503 -1.94202
O 1.51720 -1.16971 -1.49495
*
```

The orbital gap comes out at 9.072 eV. The SMILES is COc1cc(C)ccc1O. The value obtained for the largest force on an atom is 0.1321 hartree/bohr. The relative energy (zero: lowest compared OMol25 entry of this formula, charge and spin) is 140.72 kcal/mol. The calculation puts the total energy at -12547.559 eV.